Record 1
41
Properties=species:S:1:pos:R:3:forces:R:3 method="wB97M-V/def2-TZVPD" orbital_gap_ev="8.565 / 4.525" lumo_ev="-5.9253 / -10.4743" multiplicity=5 charge=+2 s_squared=6.013 homo_energy_ha="-0.533 / -0.551"
Ir 0.1042 -0.2165 1.1319 -0.932 0.020 2.516
P -2.1406 0.0625 0.9185 -1.923 0.322 -2.674
C -2.0182 0.4744 -0.8857 -1.066 1.181 0.736
C -0.8224 1.2562 -1.2909 -0.991 -1.543 0.621
N 0.2736 0.9464 -0.5567 -0.155 1.071 -0.385
C 1.4609 1.4426 -0.9066 1.268 0.764 -1.300
C 1.5783 2.2749 -2.0382 0.865 -1.113 1.269
C 0.4584 2.5048 -2.8349 1.526 1.185 -0.582
C -0.7309 1.9977 -2.4597 -2.031 -0.576 0.321
C 2.6359 1.0354 -0.0484 0.339 -0.119 0.501
P 2.2871 -0.4869 1.0123 2.769 -0.087 -2.166
H -1.6516 2.1073 -3.0394 0.448 0.151 0.117
H 2.5823 2.6409 -2.2713 -0.526 0.017 -0.117
H 0.5641 3.1278 -3.7309 -0.105 -0.365 0.317
H 3.5343 0.8242 -0.6482 -0.244 0.312 0.150
H 2.8534 1.8577 0.6531 0.131 -0.197 -0.183
H -1.8596 -0.6106 -1.3935 -0.379 1.216 -0.021
H -2.9570 0.9441 -1.2268 0.308 -0.273 -0.031
H -1.2365 -2.2905 -1.2000 -1.111 0.933 -2.154
O -1.6021 -1.6915 -2.0627 1.066 -2.333 0.762
H -2.4497 -2.0069 -2.3939 0.020 -0.382 -0.077
H -0.2607 -2.1259 0.4762 -0.168 -1.754 -0.768
O -0.6925 -2.8744 -0.0733 -0.672 0.946 0.953
H -0.0776 -3.5163 -0.3996 1.077 -0.695 0.013
C 2.8299 -1.8685 -0.0445 0.165 0.059 0.339
H 3.8153 -1.6424 -0.4636 -0.104 -0.181 0.014
H 2.8906 -2.7727 0.5682 0.045 0.017 -0.127
H 2.1025 -2.0294 -0.8503 0.238 0.157 0.133
C 3.3347 -0.3921 2.4856 -0.267 -0.134 -0.042
H 3.1513 -1.2810 3.0891 0.043 -0.024 0.050
H 4.3840 -0.3622 2.2032 0.102 -0.001 -0.088
H 3.0799 0.4878 3.0781 0.042 -0.028 -0.105
C -2.8216 1.5626 1.6634 0.007 -0.212 0.317
H -3.8103 1.7957 1.2428 0.265 -0.208 0.129
H -2.8866 1.3485 2.7275 -0.236 0.378 0.219
H -2.1418 2.3986 1.4841 -0.088 -0.093 0.037
C -3.3067 -1.3015 1.2016 0.012 0.217 -0.024
H -3.4916 -1.3042 2.2775 -0.068 -0.141 0.006
H -4.2591 -1.1344 0.6864 0.166 0.089 0.047
H -2.8955 -2.2714 0.9086 0.010 0.242 0.032
Br 0.1921 1.0894 3.0110 0.158 1.181 1.245


Record 2
58
Properties=species:S:1:pos:R:3:forces:R:3 method="wB97M-V/def2-TZVPD" orbital_gap_ev=9.197 relative_energy_kj_mol=151.97 lumo_ev=0.7791 smiles="Cc1nn(C)cc1CN(C)C(=O)CCc1nnc(CCC2CCCCC2)o1" charge=0 homo_energy_ha=-0.309
C -5.6309 -2.6566 0.9980 0.110 0.006 -0.039
C -4.3991 -2.1651 0.3253 0.239 0.283 -0.198
N -3.4481 -2.9875 -0.0899 -0.173 -0.762 0.173
N -2.4993 -2.2272 -0.6289 -0.238 0.489 0.163
C -1.2959 -2.7889 -1.1697 0.295 -0.257 -0.289
C -2.8198 -0.9220 -0.5799 -0.337 0.052 0.140
C -4.0485 -0.8289 0.0388 0.129 -0.116 -0.164
C -4.7929 0.4182 0.3993 0.056 -0.122 0.367
N -4.1933 1.5895 -0.2184 -0.294 -0.172 0.148
C -4.5582 1.8738 -1.5844 0.113 0.095 -0.289
C -3.1141 2.1268 0.3945 -0.150 0.391 -0.249
O -2.7910 1.8177 1.5271 0.238 -0.066 0.256
C -2.3161 3.1577 -0.4012 0.249 -0.115 0.267
C -0.9374 3.3126 0.2434 -0.104 0.045 0.128
C -0.2650 1.9903 0.2524 0.030 -0.173 -0.466
N -0.3114 1.0874 -0.6709 -0.573 1.244 -0.201
N 0.3999 0.0247 -0.2245 0.764 -0.832 0.670
C 0.8491 0.3360 0.9460 -0.182 -0.274 -0.416
C 1.6459 -0.5110 1.8629 0.014 -0.095 0.061
C 2.6775 -1.3659 1.1205 0.170 0.244 0.175
C 3.9738 -0.6225 0.7810 -0.274 -0.314 -0.324
C 3.7400 0.5639 -0.1546 0.248 0.148 0.278
C 5.0546 1.2553 -0.5070 -0.121 -0.078 -0.264
C 6.0286 0.2735 -1.1480 0.153 0.131 0.281
C 6.2796 -0.9006 -0.2085 -0.105 -0.140 -0.295
C 4.9654 -1.5943 0.1352 0.189 0.215 0.327
O 0.4677 1.5812 1.3074 0.036 0.075 0.154
H -6.5174 -2.3642 0.4353 -0.106 -0.028 0.019
H -5.5954 -3.7395 1.0692 -0.066 -0.072 0.040
H -5.7104 -2.2335 1.9989 -0.085 -0.027 0.091
H -1.4210 -3.0295 -2.2288 0.021 -0.022 0.049
H -1.0641 -3.7043 -0.6279 -0.004 0.054 0.000
H -0.4876 -2.0658 -1.0543 -0.056 -0.087 -0.009
H -2.1578 -0.1724 -0.9634 0.144 0.157 -0.075
H -5.8431 0.3507 0.0999 0.074 0.082 0.021
H -4.7509 0.5634 1.4843 -0.123 0.004 -0.171
H -4.5581 2.9482 -1.7652 -0.024 -0.030 -0.069
H -3.8851 1.3896 -2.2990 -0.055 0.018 -0.054
H -5.5652 1.4985 -1.7596 0.029 0.047 -0.003
H -2.1885 2.8164 -1.4275 -0.088 0.095 -0.046
H -2.8431 4.1137 -0.4011 -0.031 -0.012 -0.090
H -1.0315 3.6483 1.2766 0.014 0.037 -0.097
H -0.3355 4.0328 -0.3161 -0.031 0.000 0.066
H 0.9460 -1.1671 2.3891 0.033 0.094 0.074
H 2.1248 0.1308 2.6049 -0.011 -0.038 0.048
H 2.2197 -1.7392 0.2035 0.022 -0.113 -0.031
H 2.9295 -2.2237 1.7473 -0.040 -0.053 -0.029
H 4.4147 -0.2472 1.7128 0.018 0.010 0.044
H 3.0772 1.2897 0.3203 -0.089 0.042 -0.060
H 3.2517 0.2118 -1.0659 -0.103 -0.008 -0.047
H 4.8610 2.0874 -1.1875 0.022 0.067 0.061
H 5.5021 1.6650 0.4022 0.031 0.077 0.034
H 6.9696 0.7776 -1.3782 -0.001 -0.014 -0.093
H 5.6068 -0.0959 -2.0853 0.011 -0.010 -0.099
H 6.9627 -1.6138 -0.6745 0.069 0.001 0.065
H 6.7503 -0.5373 0.7082 0.071 -0.007 0.050
H 5.1554 -2.4294 0.8133 -0.060 -0.085 -0.019
H 4.5219 -1.9994 -0.7771 -0.067 -0.081 -0.065


Record 3
95
Properties=species:S:1:pos:R:3:forces:R:3 method="wB97M-V/def2-TZVPD" orbital_gap_ev=6.657 lumo_ev=-2.3956 charge=0 homo_energy_ha=-0.333
Cl 2.2632 -0.2662 -4.4864 -0.319 -0.543 -0.341
B 1.2495 -1.7431 -4.9854 2.009 -0.156 -0.003
Cl 1.1583 -1.9722 -6.8308 -0.275 0.275 0.424
Cl 1.8906 -3.3752 -4.2726 -0.358 0.274 -0.139
O -0.0942 -1.4928 -4.4387 -2.606 -0.908 0.462
C -0.9838 -2.4147 -4.3526 1.452 0.563 -1.502
C -2.1188 -2.3690 -5.2197 -0.956 0.435 -0.239
C -2.6141 -3.5987 -5.7041 -0.153 0.238 0.486
C -3.6496 -3.6208 -6.6337 0.197 0.124 -0.107
C -4.1859 -2.4180 -7.1068 0.251 -0.023 0.408
C -3.6923 -1.1899 -6.6415 0.161 0.191 0.065
C -2.6501 -1.1522 -5.7243 0.316 -0.182 0.046
H -0.7594 -3.3421 -3.8094 0.148 0.287 0.038
H -2.1345 -4.5077 -5.3471 -0.289 0.009 -0.088
H -4.0316 -4.5721 -7.0008 0.145 0.241 0.063
H -4.9924 -2.4335 -7.8379 0.173 -0.006 0.181
H -4.1113 -0.2465 -7.0065 0.155 -0.446 0.090
H -2.2092 -0.2047 -5.3892 -0.314 -0.434 -0.125
C -1.1750 -3.2112 7.5451 0.201 0.027 0.040
C -0.5208 -2.3124 6.5038 -0.248 -0.056 -0.252
C -1.4476 -2.0355 5.3174 0.131 0.098 0.008
C -0.8020 -1.1185 4.2663 -0.094 0.167 -0.286
Si -1.9550 -0.8425 2.7795 0.395 0.034 0.177
C -2.1533 -2.4916 1.9142 -0.275 -0.115 -0.015
C -3.6000 -0.2687 3.4763 -0.218 -0.103 -0.069
C -1.3808 0.4807 1.5640 -0.318 -0.022 0.050
Si 0.1456 0.1854 0.5122 0.146 -0.233 -0.299
H -0.2038 -0.4714 -0.8556 0.068 0.612 0.887
C 1.0895 1.8057 0.3488 0.028 0.282 -0.117
Si 0.1915 3.4047 -0.0865 0.056 -0.099 0.119
C 1.4862 4.7591 -0.1939 0.108 0.061 -0.176
C -0.6686 3.1813 -1.7346 0.023 0.188 -0.118
C -1.0805 3.9852 1.1897 0.136 -0.174 -0.072
C -1.6728 5.3600 0.8442 0.026 -0.049 0.124
C -2.7590 5.7833 1.8342 0.180 -0.029 -0.219
C -3.3871 7.1248 1.4842 -0.058 -0.018 0.202
C 1.2772 -0.9832 1.4193 0.309 -0.083 0.200
Si 2.9780 -1.2418 0.6543 -0.120 0.192 -0.570
C 4.2355 0.0575 1.1644 0.067 0.048 0.434
C 3.5948 -2.9128 1.2446 0.074 -0.113 0.117
C 2.8032 -1.1667 -1.2279 0.029 -0.386 0.634
C 3.9456 -1.8812 -1.9586 -0.323 -0.007 -0.602
C 5.1232 -0.9954 -2.3662 -0.045 -0.194 -0.012
C 5.7969 -1.6010 -3.5972 0.007 0.317 0.115
H -0.4795 -3.3875 8.3657 -0.090 -0.099 0.106
H -2.0780 -2.7527 7.9555 0.031 -0.020 -0.024
H -1.4501 -4.1808 7.1178 0.022 0.104 0.031
H -0.2197 -1.3604 6.9517 -0.048 -0.019 0.033
H 0.3987 -2.7752 6.1309 -0.024 -0.015 0.025
H -1.7294 -2.9952 4.8547 0.042 0.180 0.122
H -2.3806 -1.5843 5.6904 0.196 -0.104 -0.074
H -0.5638 -0.1426 4.7199 0.000 -0.179 -0.041
H 0.1523 -1.5492 3.9252 -0.243 0.076 0.132
H -2.9633 -2.4115 1.1783 0.109 -0.154 0.050
H -1.2446 -2.8155 1.3939 -0.164 0.068 0.102
H -2.4286 -3.2636 2.6485 0.036 0.131 -0.278
H -4.2828 0.0004 2.6580 0.072 -0.053 0.218
H -4.0685 -1.0650 4.0706 0.016 0.216 -0.112
H -3.4763 0.6132 4.1194 -0.009 -0.166 -0.125
H -2.2503 0.7123 0.9224 0.211 0.026 0.173
H -1.2008 1.3777 2.1787 -0.001 -0.127 -0.178
H 1.5703 1.9936 1.3276 -0.100 -0.186 -0.197
H 1.9164 1.7089 -0.3823 -0.304 -0.024 0.258
H 1.0271 5.7006 -0.5227 0.189 -0.125 0.042
H 1.9660 4.9307 0.7804 -0.120 -0.031 -0.205
H 2.2714 4.4836 -0.9144 -0.182 0.132 0.177
H -1.4128 3.9768 -1.8776 0.145 -0.212 -0.123
H 0.0730 3.2441 -2.5423 -0.225 -0.062 0.058
H -1.1699 2.2087 -1.7995 0.038 0.141 -0.007
H -1.8865 3.2401 1.2739 0.123 0.227 -0.004
H -0.5918 4.0379 2.1755 -0.121 -0.049 -0.102
H -0.8785 6.1232 0.8386 -0.168 -0.164 -0.018
H -2.0949 5.3457 -0.1727 0.045 0.027 0.193
H -3.5285 5.0067 1.8652 -0.033 0.000 -0.026
H -2.3259 5.8174 2.8402 -0.026 0.039 -0.048
H -4.1848 7.3490 2.1934 -0.039 0.149 -0.062
H -2.6528 7.9336 1.5343 -0.040 -0.053 -0.031
H -3.8174 7.1184 0.4793 0.035 -0.023 0.047
H 1.4384 -0.5714 2.4270 -0.141 -0.085 -0.070
H 0.8049 -1.9712 1.5349 0.123 0.214 0.026
H 5.1042 0.0522 0.4930 -0.194 -0.034 0.116
H 3.8158 1.0713 1.1696 0.101 -0.195 -0.033
H 4.5960 -0.1692 2.1810 -0.039 0.180 -0.238
H 4.4259 -3.2855 0.6338 -0.121 0.020 0.219
H 3.9441 -2.8238 2.2868 -0.113 -0.085 -0.300
H 2.7833 -3.6529 1.2207 0.213 0.086 -0.024
H 1.8622 -1.6656 -1.5068 0.085 0.162 0.075
H 2.7200 -0.1247 -1.5734 -0.020 -0.282 0.077
H 4.3210 -2.7540 -1.3946 -0.156 0.288 -0.218
H 3.4875 -2.2833 -2.8751 0.558 0.105 0.360
H 4.7943 0.0322 -2.5850 -0.054 -0.276 0.007
H 5.8337 -0.9210 -1.5372 0.086 0.068 -0.049
H 6.6500 -0.9910 -3.9020 0.062 -0.172 -0.092
H 6.1320 -2.6211 -3.3815 0.023 0.115 -0.112
H 5.0765 -1.6344 -4.4242 0.191 -0.045 0.123